{"formula": "C9H16N2O4", "method": "ωB97M-V/def2-TZVPD", "max_force_ha_per_bohr": 0.1051, "homo_lumo_gap_ev": 9.9, "smiles": "C[C@@H](O)[C@H](N)C(=O)N1CCC[C@H]1C(=O)O", "energy_ha": -762.952761, "de_lowest_ev": 2.927, "symbols": ["H", "C", "N", "C", "H", "C", "H", "H", "C", "C", "O", "H", "C", "C", "C", "H", "O", "H", "H", "N", "H", "H", "H", "H", "H", "H", "H", "C", "H", "O", "O"], "xyz": [[-2.6458, 0.2698, -1.5622], [-0.4404, -0.5629, -0.7502], [-2.1352, 1.1470, -1.2591], [1.9314, 1.5243, -0.1670], [-1.5816, -0.8080, 1.4101], [-1.3098, 0.6993, -0.1609], [-1.5127, 1.2756, -2.0526], [-2.7936, 1.3633, 2.3806], [2.2424, -2.1239, 0.9187], [-2.2046, -0.1183, 0.8288], [2.5005, 1.6026, -1.1750], [1.4971, 3.3867, 0.0190], [2.5115, -0.6214, 1.2190], [-3.2755, 0.7396, 1.5527], [1.3850, -2.0278, -0.4909], [3.5264, -0.2510, 0.9862], [-3.0314, -1.0587, 0.0575], [-2.3899, -1.4360, -0.6839], [2.2009, -2.2860, -1.2021], [0.9315, -0.6231, -0.5566], [2.3871, -0.5000, 2.2950], [-4.1914, 0.0655, 1.9752], [0.4511, -2.6613, -0.5427], [1.7376, -2.5993, 1.7282], [3.0629, -2.7274, 0.7763], [-0.7747, 1.5525, 0.1320], [0.4214, 0.2644, 1.0771], [1.4010, 0.1658, 0.5274], [-3.7030, 1.4196, 0.8495], [-0.9971, -1.3772, -1.4464], [1.4389, 2.5779, 0.5961]], "forces_ev_per_angstrom": [[0.19, 1.58, 0.45], [1.39, 2.74, -0.09], [-0.90, -1.48, -1.13], [-3.09, -0.80, 4.36], [0.06, 0.71, 0.76], [-0.73, -3.51, -1.78], [-0.04, 0.52, -0.04], [-0.78, -0.91, -0.88], [-2.63, 2.23, -1.86], [-2.11, -0.38, -0.57], [1.39, 0.34, -2.07], [0.18, -0.77, 0.84], [0.06, -0.47, 1.07], [-0.07, -1.27, 2.35], [1.57, -0.94, 1.69], [-0.55, -0.33, -0.28], [1.90, -0.06, -1.29], [-1.78, 0.68, 1.88], [-1.24, 0.24, -0.27], [-1.50, -2.29, -0.75], [0.21, 0.27, 0.05], [2.53, 1.52, -0.88], [1.60, 0.30, -0.14], [-0.97, -0.07, 0.53], [2.20, -0.95, -0.58], [0.93, 0.66, 1.21], [2.07, 0.95, 0.73], [0.16, 1.44, -0.38], [-0.24, 0.39, -0.59], [-0.38, -0.81, -0.62], [0.56, 0.44, -1.73]]}


{"formula": "C9H16N2O5S", "method": "ωB97M-V/def2-TZVPD", "max_force_ha_per_bohr": 0.1035, "homo_lumo_gap_ev": 8.9, "smiles": "CSCC[C@H](N)C(=O)N[C@@H](CC(=O)O)C(=O)O", "energy_ha": -1236.271998, "de_lowest_ev": 6.223, "symbols": ["H", "H", "O", "H", "H", "H", "H", "C", "H", "H", "O", "H", "C", "C", "N", "H", "C", "H", "C", "C", "C", "O", "H", "S", "C", "O", "N", "H", "H", "H", "H", "C", "O"], "xyz": [[3.7465, 0.2925, 0.4767], [-1.6370, 2.5146, -0.6718], [3.5494, -0.1238, -2.4776], [-2.9138, -1.8878, -1.3625], [-2.9310, -2.8545, 0.6199], [-1.9739, 0.5020, 1.4087], [-2.9988, 0.1971, -1.5555], [2.8004, -0.5090, -1.4497], [-4.4516, -3.1662, -0.7271], [-1.2775, -0.4400, -0.1029], [-0.2560, 3.2644, 1.2854], [1.1414, 1.4210, 2.3843], [2.7841, 0.4763, -0.2667], [1.8477, -1.0863, 1.5601], [-0.2172, 1.5111, -1.6982], [-3.4802, 1.5155, -0.3265], [-3.5019, -2.3682, -0.4166], [1.8306, -2.6363, 0.2545], [1.5521, 0.0676, 0.4771], [-1.0171, 1.7144, -0.4221], [-0.0286, 2.1320, 0.6789], [2.4524, -1.7330, -1.3308], [2.5253, 1.6360, -0.3217], [-4.4043, -0.8130, -0.0850], [-3.0916, 0.4764, -0.5189], [1.8401, -2.4452, 1.2568], [0.9356, 1.2685, 1.2307], [-0.8326, 0.9098, -2.3887], [-0.1246, 2.5641, -2.0958], [3.8979, 0.7459, -2.2619], [0.7775, -0.2833, -0.2032], [-1.8682, 0.5429, 0.2624], [2.0740, -0.9818, 2.7762]], "forces_ev_per_angstrom": [[-2.17, 0.57, -2.26], [-1.21, 1.46, 0.60], [-0.52, -0.33, -0.21], [-0.61, -2.57, 2.16], [-1.24, 1.59, -3.51], [0.25, 0.60, -1.95], [0.65, 0.74, -0.56], [1.46, -3.72, 1.10], [3.20, 2.26, 0.62], [-0.86, 1.76, 1.48], [0.97, -4.43, -2.36], [-0.52, -0.56, -4.59], [0.36, 0.86, 1.90], [0.23, -2.47, 3.13], [-1.65, 0.43, -1.62], [-0.87, -1.17, -0.93], [-0.93, -0.94, 0.01], [0.03, 0.85, 1.81], [-1.95, -0.09, 3.75], [2.36, -1.23, 1.29], [-0.58, 3.84, 3.64], [0.63, 5.03, -0.94], [1.42, -2.35, -1.04], [0.22, 0.82, 1.02], [-3.23, 0.23, 0.83], [-0.31, 1.28, -3.11], [0.27, -0.28, 2.12], [1.60, 1.90, 1.48], [-0.41, -3.47, 0.80], [0.03, 0.33, -0.26], [0.23, -0.06, 0.10], [3.81, -3.06, -1.48], [-0.66, 2.19, -3.02]]}


{"formula": "C9H16N2PRuS", "method": "ωB97M-V/def2-TZVPD", "max_force_ha_per_bohr": 0.0683, "multiplicity": 6, "homo_lumo_gap_ev": [4.1, 6.8], "s_squared": 8.78, "energy_ha": -1296.240708, "de_lowest_ev": 0.000, "symbols": ["H", "C", "H", "C", "Ru", "H", "H", "H", "H", "H", "C", "P", "C", "C", "H", "C", "C", "H", "H", "C", "H", "S", "N", "H", "H", "H", "H", "H", "C", "N"], "xyz": [[2.2316, -0.1693, 4.1125], [0.0495, -0.3159, 4.0726], [-1.2605, -2.6487, -1.8624], [-0.7464, 0.0100, -3.6330], [0.0969, 0.1335, -1.6343], [1.5556, -0.1687, -3.9273], [2.3863, 0.5807, 1.8287], [1.6072, 2.4701, -3.3737], [-0.9796, 3.3521, -3.2092], [-2.0253, -0.1912, 3.4223], [-1.0620, -0.5721, 3.0685], [-0.1537, -1.9856, -1.2372], [-0.6616, 2.3330, -3.4248], [0.7244, 0.4472, -3.5994], [-1.5020, 0.2212, 1.1005], [0.4437, 0.5454, 1.4532], [-1.5222, 1.2144, -3.5784], [-0.0384, 0.6990, 4.4741], [-1.0525, -0.9760, -3.9895], [1.4226, -0.4944, 3.4542], [-1.1741, -1.6492, 2.8821], [0.7071, 1.5419, 0.0725], [1.4949, 0.3353, 2.2549], [-0.0571, -0.9978, 4.9191], [-2.6077, 1.2295, -3.5984], [1.6024, -1.5483, 3.1995], [-0.3040, -2.5230, 0.0919], [0.8957, -2.8419, -1.7021], [0.6975, 1.8713, -3.4344], [-0.7682, 0.0975, 1.7974]], "forces_ev_per_angstrom": [[-0.20, -0.13, 0.14], [-0.04, 0.13, 0.48], [0.42, -0.02, 0.31], [1.54, 0.99, -1.80], [0.33, 2.46, 1.55], [-0.11, 0.13, 0.10], [-0.29, -0.42, 0.48], [-0.46, -0.05, 0.15], [0.14, -0.34, -0.17], [0.10, -0.16, 0.18], [-0.09, 0.20, -1.00], [-0.46, -3.41, 0.69], [1.43, -0.28, 0.17], [-2.33, -0.09, -1.14], [0.29, -0.18, 0.59], [0.46, 0.13, -1.91], [0.61, -0.95, 0.39], [0.04, -0.02, -0.15], [-0.10, 0.46, 0.17], [0.32, 0.45, -1.04], [0.09, -0.09, 0.23], [-0.05, 1.14, -0.09], [2.34, 0.14, 1.82], [-0.06, -0.02, -0.05], [0.21, 0.10, 0.05], [-0.15, -0.23, 0.12], [0.14, 0.11, -0.60], [-0.43, -0.02, 0.23], [-0.94, 0.37, -0.59], [-2.77, -0.40, 0.68]]}


{"formula": "C9H16N2S", "method": "ωB97M-V/def2-TZVPD", "max_force_ha_per_bohr": 0.0659, "multiplicity": 3, "homo_lumo_gap_ev": [7.8, 7.4], "s_squared": 2.01, "charge": 2, "energy_ha": -859.479289, "symbols": ["H", "C", "C", "H", "C", "H", "H", "H", "N", "H", "C", "S", "H", "C", "H", "H", "C", "C", "H", "H", "N", "C", "H", "H", "H", "C", "H", "H"], "xyz": [[2.0653, 1.5890, 1.0833], [-3.1931, -1.2930, -0.1365], [-2.8200, -0.0050, 0.5751], [-1.7581, 0.8382, -1.1227], [0.8106, 0.0437, 0.3255], [2.3085, 1.8189, -1.3199], [1.9812, -1.0293, 1.6003], [0.3639, 2.0113, 1.0287], [-0.4485, -0.3160, 0.0468], [-3.6766, -1.1115, -1.1027], [1.3629, 2.1241, -0.8830], [1.6910, -2.6576, -0.0598], [4.0375, -1.2462, 0.2873], [-1.5878, 0.6285, -0.0605], [0.5625, 1.8917, -1.5814], [1.3929, 3.1999, -0.7420], [-0.8055, -1.5853, -0.2448], [1.9174, -0.9442, 0.4965], [-2.0923, -3.0282, -0.6716], [-3.8740, -1.9012, 0.4645], [-1.9719, -2.0572, -0.3816], [1.1494, 1.4653, 0.5057], [-1.3615, 1.5637, 0.4497], [-2.6313, -0.2022, 1.6324], [3.6238, 0.4455, 0.4019], [3.2986, -0.5047, -0.0122], [3.3028, -0.4417, -1.0973], [-3.6478, 0.7031, 0.5183]], "forces_ev_per_angstrom": [[-0.13, -0.21, 0.04], [-0.93, 0.48, 0.05], [0.00, -0.11, -0.03], [0.14, -0.03, 0.13], [-0.66, -0.20, -0.21], [0.03, -0.06, -0.06], [0.02, -0.01, -0.03], [0.00, -0.15, 0.03], [0.24, 1.37, 0.30], [0.08, -0.03, 0.09], [0.05, -0.03, -0.17], [-1.04, 0.63, 0.09], [-0.06, -0.01, 0.01], [-0.65, 0.87, 0.08], [-0.07, 0.02, -0.04], [-0.01, 0.08, 0.04], [2.17, -2.59, -0.33], [0.19, -0.80, 0.13], [0.30, 0.07, 0.03], [0.15, 0.01, -0.07], [-0.10, 0.24, 0.10], [-0.06, 0.39, 0.15], [0.07, -0.17, -0.16], [0.00, 0.04, 0.01], [-0.06, 0.05, 0.02], [0.25, 0.16, -0.12], [0.03, 0.02, -0.08], [0.06, -0.05, 0.00]]}


{"formula": "C9H16N3", "method": "ωB97M-V/def2-TZVPD", "max_force_ha_per_bohr": 0.1162, "multiplicity": 2, "homo_lumo_gap_ev": [4.5, 9.4], "s_squared": 0.75, "energy_ha": -516.627617, "de_lowest_ev": 2.388, "symbols": ["H", "H", "H", "C", "H", "C", "H", "N", "C", "N", "H", "H", "H", "H", "C", "C", "H", "H", "C", "N", "H", "H", "H", "H", "C", "C", "C", "H"], "xyz": [[-0.6747, -1.2375, 2.9750], [1.2325, 1.7019, -3.3978], [1.8311, 1.5906, 2.1654], [-0.3047, -2.3827, -1.0377], [-1.6827, 2.8859, 2.5037], [-1.1733, -1.0373, 1.9329], [-2.0299, -1.7771, -2.2588], [0.9852, 0.9392, 2.0660], [1.4610, 1.3610, -2.3831], [-1.3501, 0.4632, 1.6544], [2.3685, -0.3772, -0.4925], [-2.1161, -1.6077, 1.9280], [1.2992, -0.0480, 1.5890], [-0.5693, -1.7009, 1.2444], [-1.0760, -1.5746, -1.8595], [1.4632, -0.5521, -0.9758], [-2.2816, 0.7889, 1.3714], [-1.0339, 0.4646, -2.8119], [0.8070, 0.1193, -1.9506], [-0.7190, 2.5784, 2.1226], [1.1717, 2.2200, -1.7741], [-0.7021, -3.2944, -0.6944], [2.5966, 1.3624, -2.4384], [-0.3030, 3.4209, 1.5750], [0.8495, -1.8603, -0.5985], [-0.5110, -0.3787, -2.2264], [-0.3338, 1.3195, 1.9889], [1.3904, -2.3428, 0.2733]], "forces_ev_per_angstrom": [[-1.01, 0.80, -1.61], [-0.46, -0.32, -0.08], [-2.37, -0.95, -0.39], [-0.80, 0.47, -0.69], [2.51, -1.33, -0.82], [0.57, -0.17, 1.19], [-1.01, -0.56, -0.03], [3.46, -2.93, -1.12], [0.99, 2.01, -1.68], [0.11, -4.58, -0.45], [1.47, 0.85, 0.29], [-0.12, 0.84, 0.18], [-1.36, 3.56, 1.31], [-0.38, 1.68, 0.35], [1.21, 1.55, -0.51], [-2.87, -5.20, 0.35], [1.12, -0.11, 0.14], [0.05, -1.96, 0.54], [-0.38, -0.92, 1.25], [-1.46, 5.77, 0.51], [0.03, -0.07, 0.30], [-0.14, -1.11, 0.45], [-1.35, -0.53, 0.61], [-0.55, -1.83, 0.55], [3.79, 1.76, 2.31], [0.29, 3.74, -2.21], [-0.76, -0.58, 0.58], [-0.56, 0.12, -1.32]]}


{"formula": "C9H16N4O8", "method": "ωB97M-V/def2-TZVPD", "max_force_ha_per_bohr": 0.0720, "homo_lumo_gap_ev": 10.3, "smiles": "O=C(NCO)N(CO)[C@@]1(CO)C(=O)N(CO)C(=O)N1CO", "energy_ha": -1173.512612, "de_lowest_ev": 0.000, "symbols": ["C", "O", "N", "O", "O", "H", "H", "H", "C", "C", "H", "O", "O", "O", "C", "N", "H", "C", "H", "O", "H", "O", "H", "H", "H", "H", "C", "C", "H", "H", "C", "N", "H", "N", "H", "C", "H"], "xyz": [[0.6386, 0.9440, 3.0251], [2.7955, 2.6994, 1.5955], [1.3989, 1.1808, 0.5886], [0.4697, 2.3793, 3.0615], [0.7978, 3.4695, -3.1874], [-2.8042, -1.0262, -0.5985], [2.1452, 3.1304, -0.9846], [-2.8247, -2.6184, 1.1024], [1.8475, -1.7719, 1.5057], [-0.9582, 0.6199, 1.1880], [1.1463, 1.4500, -3.2556], [-0.8137, -2.7269, 0.9413], [0.4702, 0.5119, -1.2973], [2.5294, -1.5395, 0.2891], [2.7823, 1.4477, 0.9321], [0.6453, -1.0012, 1.3795], [1.6300, 0.6351, 3.4317], [-2.8616, -0.7590, 0.4736], [3.4769, 1.4277, 0.0802], [-3.3987, -1.8256, 1.2427], [1.5517, -2.8109, 1.6174], [-1.5834, 1.6582, 1.1838], [2.5722, 2.5189, -3.2384], [3.1137, 0.7098, 1.6372], [1.8706, -1.4772, -0.4325], [2.0225, 2.7055, 2.2161], [1.0761, 1.3707, -0.7363], [1.5710, 2.3515, -2.8684], [-0.4146, 2.6160, 2.6795], [2.4315, -1.4932, 2.3857], [0.5216, 0.4534, 1.5687], [1.5355, 2.4514, -1.4360], [-0.1341, 3.3757, -2.9022], [-1.5669, -0.5950, 1.0778], [-0.1236, 0.4663, 3.6687], [-0.5675, -1.5362, 1.0980], [-3.4091, 0.1877, 0.5469]], "forces_ev_per_angstrom": [[0.19, 0.52, 0.06], [0.58, 0.39, 0.10], [0.44, 0.44, 1.44], [-0.22, -0.84, 0.11], [-0.96, 1.24, -2.21], [0.33, 0.06, 0.41], [-0.38, -0.22, -0.11], [-0.38, 0.91, -0.01], [-0.76, 0.16, -1.35], [-1.27, 1.14, 0.52], [-0.05, -0.70, 0.20], [0.51, 0.37, -0.20], [-2.57, -2.22, -1.47], [0.94, -0.36, -0.07], [-1.08, 1.09, 1.45], [-1.18, 1.16, 1.90], [-0.56, 0.73, -0.18], [-0.19, -1.86, 0.49], [-0.53, 0.22, 0.17], [-0.90, -0.09, -0.65], [-0.06, -0.19, -0.01], [0.64, 0.43, -0.18], [0.20, 0.11, -0.25], [0.26, -0.78, 0.21], [0.34, -0.09, 0.62], [0.64, 0.22, -0.69], [1.00, 0.39, 0.50], [-0.88, 1.92, 0.98], [0.92, -0.49, 0.17], [0.22, 0.29, -0.38], [0.51, -0.49, -2.52], [1.38, -1.75, 2.03], [0.94, -0.32, -0.11], [2.33, 2.20, -0.87], [0.24, -0.02, -0.51], [-0.59, -3.08, -0.04], [-0.01, -0.49, 0.46]]}


{"formula": "C9H16N5", "method": "ωB97M-V/def2-TZVPD", "max_force_ha_per_bohr": 0.1034, "homo_lumo_gap_ev": [6.7, 6.7], "charge": 1, "energy_ha": -625.867577, "de_lowest_ev": 4.565, "symbols": ["N", "H", "H", "H", "C", "H", "H", "H", "C", "H", "H", "N", "H", "C", "C", "N", "C", "H", "C", "N", "N", "H", "C", "H", "H", "H", "H", "C", "C", "H"], "xyz": [[0.8232, -0.9935, -1.0561], [-1.8303, -4.3990, -1.5631], [-1.2862, 3.6992, -1.7059], [-0.6770, 1.7060, 1.4581], [0.2705, 0.0288, -0.3818], [-0.7020, -3.4607, -2.6925], [0.5486, 1.2023, -2.0725], [1.3873, -2.9040, -1.6533], [-0.8262, -3.9027, -1.6341], [-1.4344, 3.1020, 0.9024], [0.0946, -0.9139, 2.8162], [-0.4202, -3.0342, -0.6157], [1.5729, 0.7977, 2.7220], [0.5996, -2.2746, -1.0962], [1.5111, 0.7439, 1.5932], [-0.8530, -2.0826, 1.4960], [-0.4804, 2.7134, 0.8964], [-0.2511, 4.5767, -0.5818], [0.3022, 1.2870, -0.9789], [-0.1697, 2.4392, -0.4083], [0.3455, -0.0297, 1.0295], [-1.4022, -2.3094, 2.4542], [-0.0360, -1.0260, 1.8107], [2.4253, 0.1833, 1.3831], [0.1775, 3.4280, 1.2996], [-0.1225, -4.7577, -1.6468], [1.6605, 1.7749, 1.0931], [-0.3414, 3.6343, -1.2476], [-1.2194, -2.8447, 0.4847], [0.3330, 3.6158, -2.1048]], "forces_ev_per_angstrom": [[0.40, -3.56, -1.55], [0.83, 1.13, 0.45], [-1.66, -0.23, -0.20], [0.85, 2.40, -0.52], [0.36, 1.04, 0.69], [-0.52, -0.34, 1.75], [-0.34, 0.78, 1.22], [-1.39, 1.19, 0.52], [-0.62, -3.23, -3.55], [-2.25, 1.41, 0.14], [0.77, 0.38, 2.52], [-2.15, 2.27, 3.53], [-0.94, 0.23, -1.23], [3.71, 2.38, -0.75], [1.33, 1.21, 0.34], [-0.23, 1.28, 4.36], [-1.48, -3.80, 2.81], [0.30, -1.53, -1.31], [-1.30, 0.15, 0.48], [1.79, -0.79, -4.94], [0.79, -0.69, 1.70], [1.39, 0.29, -3.09], [-0.94, 0.05, -3.45], [-0.18, -0.14, -0.50], [1.01, 0.54, 1.15], [-0.19, 0.20, -0.03], [-0.59, -1.94, 1.07], [1.30, 1.17, 0.72], [-0.50, -2.12, -2.75], [0.43, 0.27, 0.41]]}


{"formula": "C9H16N5", "method": "ωB97M-V/def2-TZVPD", "max_force_ha_per_bohr": 0.1171, "multiplicity": 3, "homo_lumo_gap_ev": [5.5, 6.2], "s_squared": 2.02, "charge": 1, "energy_ha": -625.877373, "de_lowest_ev": 0.000, "symbols": ["H", "C", "C", "H", "N", "N", "H", "N", "N", "C", "H", "C", "H", "H", "H", "H", "H", "C", "C", "H", "H", "H", "C", "C", "H", "N", "C", "H", "H", "H"], "xyz": [[-2.6627, -1.3561, 1.8336], [0.3742, 2.3862, 0.0295], [1.1899, 0.1632, 0.0292], [-0.2510, -2.2313, 1.1057], [-0.9161, 2.0092, 0.1730], [-2.4744, 0.1324, 0.3706], [2.0604, -2.4215, 0.9018], [2.2567, -0.6316, -0.0119], [1.3284, 1.4954, -0.0666], [3.5838, -0.0128, 0.0589], [3.1591, -2.2624, -0.7074], [-3.1147, 0.0834, -0.9526], [-2.9770, -1.8384, 0.2581], [4.0283, -0.1360, -0.9453], [4.1179, -0.3081, 0.8449], [-3.1143, 0.6267, 0.9565], [-0.2372, 4.2664, -0.3215], [-0.9038, -1.6490, 0.2751], [-1.1269, 0.7409, 0.1383], [-3.8271, -0.7729, -0.9302], [1.3985, -2.2688, -0.6796], [-2.3745, -0.0095, -1.6054], [-0.1954, -0.2882, 0.0928], [2.1912, -2.0753, -0.1455], [3.5768, 1.0024, 0.0265], [0.5192, 3.7268, 0.1266], [-2.3007, -1.2830, 0.7433], [-3.6572, 1.0361, -1.2861], [1.4101, 4.2067, 0.3556], [-1.0619, -2.3308, -0.6678]], "forces_ev_per_angstrom": [[1.51, -0.09, -1.24], [-0.92, -1.09, 0.97], [-3.39, -0.57, 0.00], [-1.82, 0.95, -2.02], [-0.93, 2.90, -0.13], [0.16, 0.73, -1.95], [0.68, -0.76, -0.82], [0.43, 1.69, 0.26], [2.95, 1.79, -0.07], [-1.79, -0.93, -4.59], [-1.27, -0.85, 1.09], [-5.17, 1.36, 0.78], [-2.42, -1.95, -1.78], [0.48, -0.93, 0.58], [2.28, -1.77, 2.95], [-0.13, 0.63, 1.13], [0.71, -0.37, 0.90], [2.36, -1.45, 0.94], [-2.28, -1.76, 0.53], [0.28, 0.92, -0.57], [-4.07, -1.54, -2.98], [2.95, -0.99, -3.01], [2.61, -2.67, -0.12], [4.85, 2.19, 2.83], [-0.95, 2.99, 0.65], [0.85, 0.89, -0.59], [1.35, 1.37, 4.32], [0.74, -1.17, 1.05], [-0.97, -0.90, -0.71], [0.93, 1.37, 1.60]]}